No. 1
{"formula": "C41H45B3F10O34S", "method": "ωB97M-V with the def2-TZVPD basis set", "energy_ha": -5618.8488, "homo_lumo_gap_ev": 8.2874, "e_homo_ev": -8.91, "fmax_ev_per_a": 8.02, "total_charge": 0, "e_lumo_ha": -0.0228, "smiles": "CCCB1OB(S)OB(CC(=O)c2ccccc2)O1.O=C1OC[C@@H](F)O1.O=C1OC[C@@H](F)O1.O=C1OC[C@@H](F)O1.O=C1OC[C@@H](F)O1.O=C1OC[C@@H](F)O1.O=C1OC[C@@H](F)O1.O=C1OC[C@@H](F)O1.O=C1OC[C@@H](F)O1.O=C1OC[C@@H](F)O1.O=C1OC[C@@H](F)O1", "species": ["C", "C", "C", "B", "O", "B", "S", "O", "B", "C", "C", "O", "C", "C", "C", "C", "C", "C", "O", "H", "H", "H", "H", "H", "H", "H", "H", "H", "H", "H", "H", "H", "H", "H", "C", "C", "O", "C", "O", "O", "F", "H", "H", "H", "C", "C", "O", "C", "O", "O", "F", "H", "H", "H", "C", "C", "O", "C", "O", "O", "F", "H", "H", "H", "C", "C", "O", "C", "O", "O", "F", "H", "H", "H", "C", "C", "O", "C", "O", "O", "F", "H", "H", "H", "C", "C", "O", "C", "O", "O", "F", "H", "H", "H", "C", "C", "O", "C", "O", "O", "F", "H", "H", "H", "C", "C", "O", "C", "O", "O", "F", "H", "H", "H", "C", "C", "O", "C", "O", "O", "F", "H", "H", "H", "C", "C", "O", "C", "O", "O", "F", "H", "H", "H"], "coordinates": [[-0.119781, 5.639463, -0.445983], [-1.060808, 4.817790, -1.519126], [-1.220086, 3.266925, -1.004454], [-1.761232, 3.130009, 0.563552], [-3.193084, 3.144611, 0.965772], [-3.133701, 2.806573, 2.431654], [-3.833975, 4.025958, 3.678814], [-2.484957, 1.505862, 2.751618], [-1.097898, 1.664984, 2.271123], [0.118078, 0.541417, 2.462707], [0.492649, 0.425682, 4.088643], [0.719065, -0.738662, 4.713485], [0.612507, 1.901910, 4.865432], [1.694129, 2.962498, 4.174709], [1.862031, 4.460153, 4.824769], [0.935916, 4.826661, 6.149673], [-0.140058, 3.749524, 6.838169], [-0.316034, 2.239984, 6.173792], [-0.734174, 2.935997, 1.605797], [0.402433, 6.535655, -1.035345], [0.741327, 4.926383, -0.061613], [-0.696024, 6.041102, 0.493008], [-2.129116, 5.316268, -1.664024], [-0.457516, 4.777926, -2.532855], [-1.935688, 2.601503, -1.651478], [-0.162621, 2.728259, -1.018256], [-2.783025, 4.972072, 3.900809], [1.099120, 1.011366, 1.970778], [-0.149780, -0.499816, 1.986080], [2.288888, 2.623459, 3.206285], [2.603024, 5.199743, 4.299020], [1.058220, 5.908873, 6.588493], [-0.766793, 4.128216, 7.779053], [-1.095365, 1.474338, 6.644995], [-3.698636, 5.103225, -5.844285], [-2.362062, 5.524173, -5.336279], [-1.787478, 4.319509, -4.882934], [-2.339116, 3.348003, -5.663025], [-1.896156, 2.215783, -5.761686], [-3.445976, 3.799432, -6.328265], [-2.488479, 6.359386, -4.280769], [-4.456446, 5.056810, -5.055007], [-4.063760, 5.754097, -6.643310], [-1.715781, 5.977566, -6.095405], [-0.423822, -0.232263, -7.233796], [-0.400668, -0.207533, -8.723948], [-0.217145, -1.560770, -9.073168], [-0.787629, -2.269236, -8.058626], [-1.072651, -3.453305, -8.126542], [-1.008986, -1.488828, -6.957065], [0.659920, 0.497103, -9.178155], [0.578351, -0.193856, -6.793838], [-1.022766, 0.580194, -6.813594], [-1.322019, 0.168973, -9.180975], [3.204156, -0.459662, 7.272662], [3.010356, -1.704731, 8.068866], [3.694140, -1.436338, 9.271899], [3.617904, -0.084991, 9.429138], [3.848798, 0.496288, 10.476359], [3.243241, 0.539912, 8.271297], [3.604915, -2.759343, 7.467239], [4.147928, -0.454683, 6.717091], [2.383759, -0.282051, 6.572093], [1.962970, -1.940567, 8.285397], [3.948014, -1.399177, -11.852189], [3.360591, -0.129757, -11.337208], [3.069459, 0.597778, -12.508881], [2.821961, -0.346075, -13.459965], [2.271955, -0.117307, -14.524402], [3.258548, -1.583246, -13.072315], [4.270273, 0.566040, -10.618870], [5.022039, -1.319040, -12.050781], [3.778300, -2.240736, -11.175162], [2.445662, -0.264176, -10.750389], [-1.432013, -6.942884, -8.473663], [-0.764826, -7.427577, -9.715287], [-1.548582, -8.534180, -10.100045], [-2.800579, -8.259847, -9.637532], [-3.808431, -8.840361, -10.005097], [-2.790555, -7.248577, -8.716280], [0.487238, -7.863739, -9.451162], [-1.095159, -7.473655, -7.576890], [-1.293297, -5.869486, -8.318848], [-0.740469, -6.693391, -10.527627], [1.730601, 4.898456, 11.168083], [1.143178, 6.167876, 11.683065], [0.852046, 6.895412, 10.511392], [0.604549, 5.951559, 9.560308], [0.054543, 6.180327, 8.495871], [1.041136, 4.714387, 9.947958], [2.052860, 6.863673, 12.401403], [2.804625, 4.978594, 10.969492], [1.560888, 4.056897, 11.845111], [0.228249, 6.033458, 12.269883], [-4.533479, -0.770164, 2.034070], [-4.587158, -0.538022, 0.562701], [-5.445706, -1.555556, 0.099662], [-6.289989, -1.807321, 1.139121], [-7.338182, -2.422549, 1.035900], [-5.822620, -1.279248, 2.311374], [-3.370734, -0.718950, 0.001238], [-3.780947, -1.513242, 2.318536], [-4.346701, 0.150268, 2.593812], [-4.988083, 0.440317, 0.276993], [-1.955486, 2.354296, 14.115615], [-1.622603, 3.806371, 14.066980], [-1.424247, 4.053152, 12.693431], [-2.220428, 3.151905, 12.052708], [-2.531734, 3.228839, 10.875832], [-2.634556, 2.154274, 12.892175], [-0.463829, 4.057511, 14.716468], [-1.065729, 1.716457, 14.145304], [-2.595999, 2.102653, 14.965210], [-2.413416, 4.461166, 14.448266], [-1.374773, -11.284235, -11.793083], [-1.351619, -11.259505, -13.283234], [-1.168096, -12.612741, -13.632455], [-1.738580, -13.321208, -12.617913], [-2.023601, -14.505277, -12.685829], [-1.959937, -12.540800, -11.516352], [-0.291031, -10.554869, -13.737442], [-0.372600, -11.245828, -11.353125], [-1.973717, -10.471778, -11.372880], [-2.272969, -10.882999, -13.740261], [6.873764, -1.934706, 6.286226], [5.953339, -1.858530, 5.116306], [6.825640, -1.699517, 4.020547], [7.978366, -2.324260, 4.391481], [8.866355, -2.638641, 3.616557], [8.015096, -2.563007, 5.738004], [5.163725, -0.763964, 5.194379], [7.152376, -0.947943, 6.671017], [6.456531, -2.525853, 7.105892], [5.338016, -2.752728, 4.970335]], "atomic_forces_ev_per_a": [[0.5, 0.0, -0.6], [0.5, -0.4, 0.3], [0.0, -0.5, 0.4], [-0.3, 0.5, -0.2], [3.6, -1.0, 2.6], [1.0, -0.5, -2.0], [0.8, 0.4, 0.3], [1.7, 3.2, -1.6], [0.0, 0.8, 0.5], [0.6, 0.3, 1.0], [0.9, -3.5, 2.3], [-1.5, 7.0, -3.7], [0.3, 1.9, 0.6], [-2.5, 1.3, 3.3], [-3.1, -3.7, 1.4], [0.0, -3.1, -1.9], [2.2, -0.8, -3.4], [2.8, 3.3, -1.3], [-3.1, -2.7, -0.6], [-1.2, -1.8, 1.5], [-1.8, 1.4, -0.8], [1.0, -0.7, -1.9], [2.4, -1.0, 0.2], [-1.5, 0.2, 2.0], [1.3, 1.5, 0.9], [-2.1, 1.2, -0.1], [-1.0, -1.6, -0.7], [-2.2, -1.1, 0.9], [0.7, 2.0, 1.2], [-1.4, 0.8, 2.4], [-1.7, -1.5, 1.4], [-0.4, -2.6, -0.9], [1.6, -1.1, -2.5], [2.0, 1.8, -1.3], [-1.1, 0.6, -0.5], [0.2, 0.7, 0.6], [-0.3, -0.6, -0.9], [0.7, -2.7, -0.3], [-1.0, 2.6, 0.3], [1.1, -0.6, 0.4], [0.2, 0.2, 0.0], [0.3, 0.1, 0.1], [0.1, -0.3, 0.0], [0.0, 0.1, 0.2], [-0.1, 1.0, 1.0], [0.3, 0.4, -0.3], [-0.6, -0.3, 0.5], [-0.7, -2.8, 0.5], [0.7, 2.6, 0.1], [0.0, -1.0, -1.1], [0.2, 0.2, -0.3], [0.0, 0.0, -0.3], [0.0, -0.4, 0.0], [0.2, 0.0, -0.1], [-0.3, 0.4, -1.2], [-0.1, -0.4, -0.2], [-0.3, 0.7, 0.1], [0.6, 2.0, 2.2], [-0.5, -1.3, -2.4], [0.2, -0.4, 1.4], [0.1, -0.5, -0.1], [-0.5, -0.2, 0.5], [0.1, 0.1, 0.2], [0.2, -0.2, -0.1], [0.6, -1.1, 0.4], [0.2, 0.6, 0.5], [-0.3, -0.8, -0.3], [-1.4, 0.4, -3.1], [1.4, -0.6, 2.6], [-0.5, 0.9, -0.4], [0.0, 0.2, 0.3], [-0.1, 0.2, 0.1], [-0.1, 0.1, -0.3], [0.2, 0.1, 0.0], [0.3, 1.0, 1.0], [0.8, -0.1, -0.1], [-0.7, 0.5, 0.1], [-3.0, -1.2, -0.4], [2.5, 1.3, 0.8], [-0.2, -0.9, -1.0], [0.3, 0.0, -0.2], [0.1, -0.1, -0.2], [-0.2, -0.1, -0.1], [0.2, -0.1, 0.0], [0.6, -1.1, 0.5], [0.3, 0.5, 0.6], [-0.4, -0.8, -0.5], [-1.1, 0.2, -2.4], [1.2, -0.3, 2.7], [-0.6, 1.1, -0.6], [0.0, 0.2, 0.2], [-0.1, 0.2, 0.1], [-0.1, 0.1, -0.3], [0.2, 0.1, 0.0], [0.5, 0.5, 1.1], [0.5, 0.0, -0.5], [-0.5, 0.3, 0.6], [-2.9, -1.8, 0.1], [2.6, 1.5, 0.3], [-0.6, -0.4, -0.9], [0.3, 0.2, -0.3], [0.0, 0.1, -0.3], [-0.2, -0.3, 0.0], [0.2, -0.1, -0.1], [-0.2, -1.0, 0.9], [0.5, 0.4, 0.5], [-0.6, -0.3, 0.0], [-1.1, -0.4, -3.4], [0.9, -0.2, 3.0], [0.2, 0.9, -0.8], [0.2, 0.3, 0.1], [0.1, 0.3, 0.0], [0.0, 0.0, -0.3], [0.2, 0.0, 0.0], [-0.2, 0.9, 1.0], [0.4, 0.3, -0.4], [-0.6, -0.1, 0.5], [-0.8, -3.2, 0.3], [0.7, 2.8, 0.2], [0.0, -0.8, -0.9], [0.1, 0.2, -0.3], [0.0, 0.1, -0.3], [0.0, -0.4, 0.0], [0.2, 0.1, -0.1], [0.0, -0.1, 1.3], [-0.4, 0.2, -0.3], [0.3, -0.6, 0.4], [2.8, -0.9, -1.9], [-2.2, 0.8, 2.0], [0.0, 0.0, -1.1], [-0.1, 0.2, -0.6], [-0.2, 0.0, -0.2], [0.2, 0.0, -0.2], [-0.1, 0.2, 0.0]]}



No. 2
{"formula": "C30H33BrFeN4O2", "method": "ωB97M-V with the def2-TZVPD basis set", "energy_ha": -5370.1905, "homo_lumo_gap_ev": [6.5145, 6.9012], "e_homo_ev": [-6.36, -7.49], "s_squared": 6.115, "fmax_ev_per_a": 0.56, "total_charge": 0, "e_lumo_ha": [0.0057, -0.0215], "multiplicity": 5, "species": ["Fe", "C", "C", "C", "C", "C", "C", "C", "C", "C", "C", "C", "C", "H", "H", "H", "H", "H", "H", "H", "H", "H", "H", "H", "H", "H", "H", "H", "H", "H", "H", "N", "C", "O", "C", "C", "H", "H", "H", "H", "H", "H", "Br", "C", "C", "C", "C", "C", "C", "N", "N", "C", "C", "C", "C", "O", "C", "N", "C", "C", "C", "C", "H", "H", "H", "H", "H", "H", "H", "H", "H"], "coordinates": [[-1.555032, -0.442113, 1.684759], [-4.111835, -2.191113, -1.959780], [-2.673245, -2.012270, -1.528119], [-1.952948, -0.910448, -2.007779], [-2.599151, 0.062119, -2.965783], [-0.627040, -0.724172, -1.629619], [0.146973, 0.479673, -2.112991], [0.007406, -1.667618, -0.810657], [1.502332, -1.596446, -0.602749], [-0.725933, -2.726106, -0.273126], [-0.077481, -3.680090, 0.699459], [-2.061524, -2.918318, -0.662145], [-2.788639, -4.142781, -0.158351], [-4.182857, -2.664958, -2.943249], [-4.625721, -1.232397, -2.028656], [-4.677882, -2.806372, -1.264738], [-3.082224, 0.891143, -2.436926], [-3.359568, -0.418999, -3.576486], [-1.868948, 0.493229, -3.648060], [0.628463, 0.301031, -3.079660], [0.927207, 0.758929, -1.406218], [-0.501202, 1.347092, -2.229548], [1.792204, -1.053828, 0.300075], [1.989218, -1.106858, -1.444400], [1.926116, -2.596539, -0.523021], [0.291908, -4.582270, 0.201017], [-0.784476, -3.989560, 1.468369], [0.752878, -3.208950, 1.218188], [-3.200511, -3.982266, 0.843314], [-2.112625, -4.993754, -0.087620], [-3.602818, -4.439195, -0.814443], [-4.808572, -2.430001, 3.032391], [-3.926445, -1.683676, 2.355536], [-2.708815, -1.837451, 2.551187], [-4.402388, -0.697320, 1.338378], [-3.313116, 0.356018, 1.133269], [-4.472590, -3.099052, 3.704827], [-5.795746, -2.307959, 2.902600], [-5.395661, -0.317904, 1.605607], [-4.528548, -1.281888, 0.423935], [-3.474434, 1.191188, 1.830511], [-3.375076, 0.767075, 0.121603], [6.242178, 3.686442, -4.424487], [5.654019, 3.613763, -2.626094], [5.355064, 4.794366, -1.956114], [4.929407, 4.736758, -0.644928], [4.791122, 3.502388, 0.008756], [5.102906, 2.323252, -0.684328], [5.533272, 2.383623, -1.997641], [4.313984, 3.532774, 1.306143], [4.244556, 2.388601, 1.927770], [3.167267, 1.641984, 2.106308], [3.324306, 0.454719, 2.872035], [2.311007, -0.451394, 3.070373], [1.034302, -0.242216, 2.520597], [0.047947, -1.071946, 2.610008], [0.833172, 0.968911, 1.777158], [-0.428574, 1.113944, 1.280691], [-0.728976, 2.201226, 0.596582], [0.208561, 3.204006, 0.351342], [1.494959, 3.060458, 0.819995], [1.849369, 1.918877, 1.555521], [5.459568, 5.745367, -2.459587], [4.694927, 5.639645, -0.096452], [5.012804, 1.368251, -0.185233], [5.777054, 1.477140, -2.534668], [4.307645, 0.274361, 3.286296], [2.479491, -1.356253, 3.639886], [-1.746297, 2.274615, 0.235338], [-0.083698, 4.079409, -0.211120], [2.227000, 3.832104, 0.634957]], "atomic_forces_ev_per_a": [[-0.5, 0.0, 0.2], [0.0, 0.0, 0.0], [-0.1, 0.0, 0.0], [-0.1, 0.0, -0.1], [0.0, 0.0, 0.0], [0.2, 0.0, 0.0], [0.0, 0.0, 0.0], [0.1, 0.1, 0.0], [0.0, 0.0, 0.0], [-0.1, -0.1, 0.0], [0.0, 0.0, 0.0], [0.1, -0.1, 0.1], [0.0, 0.0, 0.0], [0.0, 0.0, 0.0], [0.0, 0.0, 0.0], [0.0, 0.0, 0.0], [0.0, 0.0, 0.0], [0.0, 0.0, 0.0], [0.0, 0.0, 0.0], [0.0, 0.0, 0.0], [0.0, 0.0, 0.0], [0.0, 0.0, 0.0], [0.0, 0.0, 0.0], [0.0, 0.0, 0.0], [0.0, 0.0, 0.0], [0.0, 0.0, 0.0], [0.0, 0.0, 0.0], [0.0, 0.0, 0.0], [0.0, 0.0, 0.0], [0.0, 0.0, 0.0], [0.0, 0.0, 0.0], [0.0, 0.0, 0.0], [0.0, 0.0, 0.0], [0.2, 0.0, 0.0], [0.0, 0.1, 0.0], [0.0, 0.1, 0.0], [0.0, 0.0, 0.0], [0.0, 0.0, 0.0], [0.0, 0.0, 0.0], [0.0, 0.0, -0.1], [0.0, 0.0, 0.0], [0.0, 0.0, 0.0], [0.0, 0.0, 0.0], [0.0, 0.0, 0.0], [0.0, 0.0, 0.0], [0.0, 0.0, 0.0], [-0.1, 0.1, 0.1], [0.0, 0.0, -0.1], [0.0, 0.0, 0.0], [0.0, 0.0, -0.1], [0.1, 0.0, 0.1], [-0.1, 0.0, 0.0], [0.0, 0.0, 0.0], [0.0, 0.0, 0.0], [0.0, 0.0, -0.1], [0.2, 0.0, 0.1], [0.0, 0.0, 0.0], [0.2, 0.1, 0.0], [0.0, 0.0, 0.0], [0.0, 0.0, 0.0], [0.0, 0.0, 0.0], [0.0, 0.0, 0.0], [0.0, 0.0, 0.0], [0.0, 0.0, 0.0], [0.0, 0.0, 0.0], [0.0, 0.0, 0.0], [0.0, 0.0, 0.0], [0.0, 0.0, 0.0], [0.0, 0.0, 0.0], [0.0, 0.0, 0.0], [0.0, 0.0, 0.0]]}



No. 3
{"formula": "C6H13N", "method": "ωB97M-V with the def2-TZVPD basis set", "energy_ha": -291.1290, "homo_lumo_gap_ev": 10.0026, "e_homo_ev": -8.97, "fmax_ev_per_a": 1.64, "total_charge": 0, "e_lumo_ha": 0.0380, "smiles": "C=C(C)C[C@@H](C)N", "species": ["C", "C", "C", "C", "C", "C", "N", "H", "H", "H", "H", "H", "H", "H", "H", "H", "H", "H", "H", "H"], "coordinates": [[-2.516423, 0.628592, -0.186412], [-1.026355, 0.476512, -0.519040], [-0.275118, -0.210280, 0.614523], [1.031302, -0.900839, 0.351144], [1.393541, -1.412506, -0.823714], [2.039129, -0.692313, 1.450812], [-0.492469, 1.741070, -0.980398], [-3.076841, 1.015708, -1.033403], [-2.662330, 1.282347, 0.671554], [-2.852956, -0.388480, 0.018213], [-1.059052, -0.122792, -1.435072], [-0.927719, -0.876133, 1.151515], [-0.115539, 0.621320, 1.315936], [0.707787, -1.405159, -1.632170], [2.139016, -2.197499, -0.866352], [3.019641, -1.111158, 1.273821], [2.139060, 0.380952, 1.633220], [1.621679, -1.044583, 2.403087], [-0.553738, 2.513750, -0.333461], [0.437761, 1.742360, -1.364694]], "atomic_forces_ev_per_a": [[0.6, -0.3, 0.0], [-0.6, -0.1, -1.3], [0.1, 1.2, 0.1], [1.0, 1.3, -0.4], [-0.6, -1.2, 0.9], [-0.8, -0.2, 0.8], [0.0, 0.7, -0.1], [0.1, 0.1, 0.0], [-0.2, -0.1, 0.2], [-0.4, 0.2, 0.3], [0.4, -0.4, 0.2], [-0.4, -0.6, 0.2], [0.2, -0.2, 0.2], [-0.6, 0.0, -0.7], [0.7, 0.7, -0.2], [0.1, -0.2, -0.1], [0.1, 0.1, -0.3], [0.3, -0.2, 0.0], [-0.1, -0.1, 0.3], [0.2, -0.4, 0.0]]}



No. 4
{"formula": "C6H15N", "method": "ωB97M-V with the def2-TZVPD basis set", "energy_ha": -292.1559, "homo_lumo_gap_ev": 8.3433, "e_homo_ev": -8.78, "fmax_ev_per_a": 4.93, "total_charge": 0, "e_lumo_ha": -0.0162, "species": ["C", "N", "C", "C", "C", "C", "C", "H", "H", "H", "H", "H", "H", "H", "H", "H", "H", "H", "H", "H", "H", "H"], "coordinates": [[0.689248, -0.425840, 0.874657], [-0.389310, 0.467421, 1.130363], [-1.499121, -0.322690, 1.697273], [-2.283934, -1.240866, 0.603281], [1.317101, -0.629630, -0.465243], [0.752516, 1.771321, -1.508988], [1.841073, 0.720036, -1.089013], [1.462193, -0.023987, 1.514721], [0.443356, -1.441963, 1.211833], [0.631664, -1.112647, -1.190565], [-1.175862, -1.121033, 2.468673], [-2.083228, 0.426721, 2.280979], [-2.713852, -0.457489, -0.160871], [-3.047523, -1.986417, 0.789896], [-1.441750, -1.692354, 0.047765], [-1.156585, 0.500247, -0.639141], [2.224503, -1.246937, -0.305083], [1.110807, 2.809397, -1.506716], [0.419985, 1.558026, -2.531716], [0.001080, 1.731495, -0.718415], [2.315884, 0.457359, -2.033754], [2.581754, 1.259829, -0.469939]], "atomic_forces_ev_per_a": [[0.8, -1.4, 0.6], [-3.4, -1.2, -3.4], [-1.1, -0.8, 1.1], [1.1, 3.1, -1.5], [1.0, 2.0, -1.1], [0.7, -0.3, 0.7], [-0.4, 0.4, -0.8], [0.7, -0.2, 0.4], [0.1, 0.1, 0.3], [0.2, 0.1, 0.4], [0.1, 1.4, -1.0], [-0.3, -0.9, -0.7], [0.6, -1.3, 1.3], [0.0, 0.0, 0.8], [-0.5, -0.2, 0.2], [1.1, -0.1, 3.1], [-0.6, 0.0, -0.2], [0.3, -0.3, -0.1], [-0.5, 0.0, 0.4], [-0.3, 0.3, -0.8], [0.5, -0.1, 0.1], [-0.3, -0.7, 0.0]]}